1.
Formula: C47H38N4O7PSV
Source: the OMol25 dataset
Level of theory: ωB97M-V with the def2-TZVPD basis set

Last column: Mulliken charge in e.
Cartesian coordinates (Å):
V 0.54423 0.56721 0.75402  0.645
C 6.62390 0.99635 -0.40818  -0.479
C 6.13359 1.17608 -1.69478  -0.734
C 4.76785 1.27310 -1.90956  -0.361
C 3.87926 1.18764 -0.84314  0.492
C 4.37651 0.99309 0.44478  -0.598
C 5.74400 0.90670 0.66072  -0.761
P 2.06728 1.34832 -0.96462  2.034
C 1.71580 0.89975 -2.70654  0.456
C 2.15835 -0.33422 -3.18418  -0.597
C 1.89674 -0.72208 -4.48740  -0.872
C 1.18056 0.11542 -5.33331  -0.447
C 0.71769 1.33244 -4.86033  -0.725
C 0.98565 1.72169 -3.55460  -0.546
C 1.81226 3.16131 -0.92667  -0.440
C 2.45447 4.02715 -1.76934  0.098
C 2.23423 5.41480 -1.66241  -0.974
C 1.39756 5.89018 -0.69367  -0.805
C 0.74633 5.01847 0.21331  1.056
C -0.06074 5.51990 1.26582  -1.046
C -0.59901 4.64635 2.16104  -1.379
C -0.38809 3.25476 2.02334  0.225
C 0.32285 2.66703 0.99997  0.680
C 0.93077 3.62076 0.09757  -0.178
H 7.69049 0.92046 -0.24000  0.365
H 6.81533 1.24102 -2.53281  0.398
H 4.39141 1.40215 -2.91845  0.370
H 3.68724 0.91396 1.28092  0.300
H 6.11449 0.76182 1.66635  0.446
H 2.71343 -1.00093 -2.53284  0.483
H 2.24836 -1.68275 -4.84108  0.395
H 0.96297 -0.19067 -6.34744  0.405
H 0.13624 1.98052 -5.50134  0.408
H 0.61924 2.67674 -3.19881  0.358
H 3.13869 3.65182 -2.52205  0.393
H 2.73880 6.09392 -2.33696  0.415
H 1.23415 6.95675 -0.59091  0.364
H -0.21327 6.58849 1.35628  0.329
H -1.19494 5.01769 2.98677  0.437
H -0.83311 2.63964 2.80748  0.403
C -2.82898 -4.98788 -0.78613  -1.228
C -1.39735 -4.63890 -0.66039  1.187
N -0.39555 -5.43599 -0.88339  -1.052
N 0.70403 -4.65012 -0.66449  0.334
C 0.40633 -3.39069 -0.29652  0.108
S 1.46958 -2.15302 0.08450  -0.529
N -0.96641 -3.39449 -0.30409  1.328
N -1.82695 -2.33644 -0.02364  -0.899
H -2.90434 -6.02001 -1.11769  0.398
H -3.31367 -4.32363 -1.50032  0.194
H -3.34464 -4.86836 0.16594  0.226
H 1.63211 -5.02313 -0.75044  0.165
H -1.46582 -1.50703 -0.51826  -0.445
H -1.73578 -2.13722 0.97135  0.084
O -1.04992 -0.08000 2.28044  -0.825
C -0.45877 -0.42280 3.56000  2.658
C 0.95719 0.23980 3.69274  -0.733
O 1.41004 0.42471 4.81301  -0.760
O 1.50695 0.50740 2.58153  -0.523
C -0.32141 -1.93661 3.51106  -0.198
C -1.47717 -2.70707 3.38014  -0.631
C -1.40249 -4.08215 3.24926  -0.434
C -0.16219 -4.71272 3.27827  -0.614
C 0.98416 -3.95617 3.44648  -0.829
C 0.90768 -2.57359 3.56012  -0.257
C -1.40159 -0.01783 4.68659  0.116
C -2.59455 0.65085 4.44580  0.096
C -3.43486 1.00701 5.49683  -1.019
C -3.09539 0.68420 6.79669  -0.470
C -1.91123 -0.00191 7.04242  -0.799
C -1.07341 -0.34978 6.00074  -0.462
H -1.32431 0.85375 2.29899  -0.339
H -2.44099 -2.21083 3.37788  0.322
H -2.30722 -4.66479 3.13402  0.449
H -0.09812 -5.78790 3.17481  0.418
H 1.95203 -4.43759 3.46627  0.427
H 1.81457 -1.99187 3.65445  0.523
H -2.90303 0.89544 3.43834  0.460
H -4.35511 1.53435 5.28490  0.424
H -3.74745 0.95833 7.61598  0.379
H -1.63559 -0.26061 8.05640  0.382
H -0.14595 -0.86550 6.19743  0.391
O -2.52272 1.62751 -0.42051  -0.753
C -1.89684 0.83378 -1.10866  -0.301
O -0.79251 0.24308 -0.81611  0.677
C -2.45427 0.40485 -2.46192  -0.091
C -3.51360 1.11976 -3.00368  -0.556
C -4.06915 0.78278 -4.24291  -1.109
C -3.52731 -0.30598 -4.88106  1.204
O -3.87877 -0.83724 -6.10250  -0.522
C -3.02411 -1.96471 -6.29039  -0.305
O -2.12652 -2.04898 -5.19248  -0.550
C -2.48229 -1.02584 -4.33625  0.305
C -1.90603 -0.69283 -3.14044  -0.333
H -3.89893 1.95156 -2.43314  0.521
H -4.88441 1.34287 -4.67671  0.431
H -2.45317 -1.82431 -7.21408  0.269
H -3.63702 -2.87334 -6.32740  0.252
H -1.04829 -1.21503 -2.74670  0.822

Summary:
total charge: -1
Kohn-Sham gap (alpha / beta): 0.2254 / 0.2682 Ha
spin multiplicity: 4
ΔE to the lowest compared entry with this formula, charge and spin: 15.4 kcal/mol

***

2.
Formula: C40H35Ge2N6O4Ru
Source: the OMol25 dataset
Level of theory: ωB97M-V with the def2-TZVPD basis set

Last column: Mulliken charge in e.
Cartesian coordinates (Å):
Ru 1.16390 0.01515 0.45247  -0.908
C 3.26048 -0.40167 -3.28531  -0.830
C 3.21591 -1.77195 -3.57749  -0.638
C 2.76226 -2.61763 -2.60693  -0.687
C 2.31363 -2.11151 -1.35927  0.378
N 2.23774 -0.75307 -1.14199  0.593
C 2.77490 0.03948 -2.07771  -0.810
N 2.03543 -3.01077 -0.44038  -0.102
C 1.67684 -2.85475 0.80854  -0.978
N 1.37329 -1.64618 1.41420  0.509
C 0.95929 -1.91199 2.70576  -0.730
N 0.60008 -0.99180 3.56763  -0.271
C 0.44530 0.30157 3.39035  0.117
C 0.28359 1.07858 4.56990  -0.739
C 0.10434 2.42920 4.49914  -0.727
C -0.00137 3.01942 3.23245  -1.137
C 0.11839 2.21718 2.12170  -0.074
N 0.37198 0.90341 2.15047  0.922
C 1.02046 -3.31620 2.94923  0.627
C 0.72473 -4.10582 4.06106  -0.411
C 0.89942 -5.47216 3.94203  -0.683
C 1.36261 -6.05583 2.75300  -0.685
C 1.66185 -5.29169 1.64129  -0.470
C 1.48180 -3.91260 1.74259  0.765
H 3.67901 0.30715 -3.97788  0.525
H 3.56165 -2.14208 -4.52951  0.486
H 2.75384 -3.68829 -2.71788  0.578
H 2.84998 1.09461 -1.84584  0.948
H 0.34275 0.54478 5.50364  0.621
H 0.03542 3.02680 5.39341  0.479
H -0.16307 4.07815 3.11534  0.550
H -0.03060 2.66019 1.14494  0.554
H 0.37189 -3.65751 4.97582  0.601
H 0.68926 -6.10492 4.78948  0.464
H 1.50740 -7.12242 2.70678  0.470
H 2.03247 -5.73239 0.73021  0.606
C -3.74891 0.75033 -1.47017  -1.034
Ge -1.93488 1.64605 -1.54882  0.896
C -1.97746 3.49943 -0.79194  -1.145
C -1.18409 1.66424 -3.40512  -1.384
Ge -1.07578 -0.74928 -0.04376  -0.276
C -1.13731 -2.33358 -1.27829  0.712
C -1.29859 -2.13369 -2.64647  0.029
C -1.38402 -3.21710 -3.50407  -0.788
C -1.27629 -4.50532 -3.00578  -0.792
C -1.08732 -4.70789 -1.64943  -1.128
C -1.01911 -3.62969 -0.78432  0.263
C -2.23798 -0.92287 1.58035  0.455
C -2.86926 0.21077 2.09208  -0.055
C -3.67190 0.12358 3.21494  -0.920
C -3.83042 -1.09386 3.85817  -0.704
C -3.18010 -2.21823 3.37772  -0.928
C -2.39794 -2.14102 2.23701  0.218
H -4.40051 1.30961 -2.13565  0.544
H -4.17145 0.76900 -0.47015  0.361
H -3.68593 -0.27914 -1.81734  0.349
H -2.67535 4.04848 -1.42475  0.526
H -1.00420 3.97929 -0.86621  0.243
H -2.33827 3.53817 0.23107  0.330
H -0.99734 2.70246 -3.67517  0.480
H -1.92645 1.25286 -4.08530  0.531
H -0.25802 1.10146 -3.50580  0.384
H -1.38607 -1.12641 -3.04001  0.143
H -1.53998 -3.05707 -4.55957  0.491
H -1.33649 -5.34918 -3.67481  0.429
H -1.00056 -5.70813 -1.25370  0.498
H -0.86530 -3.81010 0.27166  0.274
H -2.74340 1.16758 1.59374  0.411
H -4.17916 1.00058 3.58607  0.474
H -4.46264 -1.16662 4.72939  0.438
H -3.29222 -3.16827 3.87920  0.502
H -1.91629 -3.03682 1.86628  0.392
O 2.44118 1.97348 0.41672  -0.573
C 1.67781 2.40586 -0.46087  0.930
O 0.66858 1.68637 -0.80757  1.341
C 1.84299 3.71476 -1.13890  -0.615
C 1.61763 3.76546 -2.51545  -0.304
C 1.65175 4.97855 -3.17138  -0.763
C 1.89465 6.13166 -2.43737  -0.051
C 2.18795 6.09030 -1.08118  -0.711
C 2.15574 4.87056 -0.42708  -0.489
N 1.77682 7.42265 -3.11502  1.001
O 1.29711 7.39455 -4.22040  -0.578
O 2.12994 8.39475 -2.50189  -0.584
H 1.41358 2.85467 -3.05813  0.675
H 1.48251 5.05302 -4.23621  0.506
H 2.42664 7.00423 -0.55878  0.518
H 2.34925 4.80707 0.63121  0.564

Summary:
total charge: +2
Kohn-Sham gap (alpha / beta): 0.1913 / 0.1590 Ha
spin multiplicity: 6
ΔE to the lowest compared entry with this formula, charge and spin: 0.0 kcal/mol

***

3.
Formula: C29H71FGaN4O2
Source: the OMol25 dataset
Level of theory: ωB97M-V with the def2-TZVPD basis set

Last column: Mulliken charge in e.
Cartesian coordinates (Å):
C 3.92220 7.28107 -1.15074  -0.889
C 2.78179 6.15828 -1.52121  0.296
F 1.46325 6.73505 -1.14510  -0.359
Ga 2.96887 4.35774 -0.52300  0.226
C 4.71967 4.29465 0.58517  -0.493
C 6.03281 4.30964 -0.39735  -0.385
O 5.84266 3.27028 -1.42642  -0.215
C 5.71075 3.89163 -2.78540  0.166
O 6.81486 4.25128 -3.44544  -0.545
H 3.96463 7.56276 0.00346  0.208
H 3.57834 8.28731 -1.69337  0.320
H 4.99749 7.03459 -1.54971  0.200
H 2.87252 5.93222 -2.66745  0.098
H 2.93591 3.09480 -1.53236  -0.319
H 1.74188 4.11011 0.51966  -0.402
H 4.69423 5.22439 1.32658  0.255
H 4.70100 3.29591 1.19626  0.204
H 6.97679 3.99523 0.25252  0.222
H 6.26097 5.38774 -0.84955  0.213
H 4.67205 4.02240 -3.31608  0.270
C 8.63115 -3.15316 -0.58294  -1.437
C 7.40876 -2.63530 0.17217  -0.288
N 7.59885 -1.32020 0.78909  0.140
C 6.52375 -0.95934 1.72138  -0.881
C 5.12521 -0.76650 1.14484  -0.615
C 8.03362 -0.24146 -0.10109  -0.794
C 7.14611 0.09284 -1.29503  -0.505
H 9.51168 -3.19097 0.06577  0.322
H 8.43843 -4.16738 -0.94640  0.433
H 8.86442 -2.53612 -1.45544  0.299
H 7.19353 -3.36708 0.96133  0.431
H 6.54921 -2.64397 -0.50554  0.244
H 6.80711 -0.05166 2.26950  0.338
H 6.46740 -1.74103 2.49043  0.380
H 5.03406 0.18242 0.61642  0.007
H 4.39134 -0.74586 1.95924  0.446
H 4.83473 -1.57513 0.46854  0.269
H 9.03305 -0.49080 -0.47960  0.365
H 8.19252 0.67320 0.48380  0.293
H 6.77666 -0.79870 -1.80920  0.285
H 7.71692 0.67539 -2.02528  0.393
H 6.29208 0.70583 -1.00109  -0.103
C -2.68502 -1.19691 -2.50076  -1.285
C -1.28860 -0.70323 -2.12809  -0.261
N -1.25635 0.66651 -1.60945  0.249
C 0.10233 1.21323 -1.50790  -0.736
C 1.05820 0.54907 -0.52266  -0.650
C -2.12364 0.94807 -0.46331  -0.795
C -1.91482 0.12394 0.80244  -0.727
H -3.15982 -0.53200 -3.22879  0.302
H -2.61706 -2.19256 -2.95013  0.386
H -3.33595 -1.28106 -1.62576  0.234
H -0.68476 -0.74786 -3.04352  0.432
H -0.84274 -1.41310 -1.42418  0.225
H 0.04686 2.28479 -1.27704  0.279
H 0.55970 1.16809 -2.50511  0.280
H 0.83181 0.82486 0.50723  0.117
H 2.08291 0.88490 -0.72123  0.201
H 1.05407 -0.54136 -0.60391  0.316
H -3.16598 0.82239 -0.78277  0.280
H -2.05256 2.01185 -0.20397  0.349
H -1.76859 -0.93957 0.59444  0.248
H -2.79580 0.21043 1.44654  0.155
H -1.06391 0.48692 1.38185  0.287
C -4.59423 3.04903 2.18744  -1.267
C -4.75459 2.10833 3.37990  -0.232
N -4.82263 2.78956 4.67508  0.054
C -4.71001 1.87258 5.81599  -0.700
C -5.82389 0.84958 6.01148  -0.956
C -5.85032 3.82407 4.81209  -0.694
C -7.30228 3.41379 4.59209  -0.961
H -3.71043 3.68459 2.29941  0.317
H -4.47329 2.46488 1.26982  0.301
H -5.47104 3.68840 2.05026  0.346
H -3.88060 1.44444 3.37627  0.385
H -5.63023 1.47386 3.20985  0.185
H -4.59940 2.45396 6.74032  0.345
H -3.76275 1.32608 5.71753  0.402
H -6.72404 1.30687 6.42211  0.223
H -5.50111 0.08733 6.73053  0.390
H -6.08429 0.33026 5.08512  0.267
H -5.61623 4.63520 4.11097  0.370
H -5.76547 4.29484 5.79958  0.353
H -7.42946 2.75980 3.72502  0.248
H -7.91358 4.30523 4.41856  0.367
H -7.71562 2.91422 5.47022  0.274
C -3.18428 -5.97390 -0.45604  -1.482
C -3.48054 -5.37960 -1.83140  -0.133
N -3.72176 -6.37817 -2.87586  0.063
C -3.74108 -5.80606 -4.22773  -0.634
C -4.85579 -4.82012 -4.56065  -1.011
C -4.77343 -7.36090 -2.60502  -0.718
C -6.17978 -6.83728 -2.33499  -0.941
H -2.33106 -6.65808 -0.49479  0.326
H -2.93976 -5.17224 0.24784  0.427
H -4.04588 -6.51032 -0.04823  0.305
H -2.60357 -4.78181 -2.11102  0.309
H -4.31833 -4.68135 -1.73783  0.236
H -3.75675 -6.61800 -4.96606  0.342
H -2.78115 -5.29943 -4.39356  0.385
H -5.80719 -5.32662 -4.72277  0.290
H -4.61554 -4.29429 -5.49233  0.382
H -4.98934 -4.06015 -3.78589  0.254
H -4.46431 -7.96539 -1.74284  0.374
H -4.82103 -8.08202 -3.43064  0.349
H -6.18675 -5.96997 -1.66910  0.230
H -6.77709 -7.61937 -1.85538  0.376
H -6.69360 -6.57132 -3.26062  0.271

Summary:
total charge: -1
Kohn-Sham gap: 0.2662 Ha

***

4.
Formula: CH3O4
Source: the OMol25 dataset
Level of theory: ωB97M-V with the def2-TZVPD basis set

Last column: Mulliken charge in e.
Cartesian coordinates (Å):
C -0.54816 0.04164 -0.29862  0.128
O 1.87816 0.59465 -0.47105  -0.195
O -1.67354 -0.52193 -0.07554  -0.308
O 0.93074 -0.70144 0.90823  -0.217
O 1.99807 -0.22380 0.42220  0.538
H -0.49982 1.13135 0.00158  0.289
H 0.18379 -0.37781 -1.05086  0.302
H -2.26924 0.05734 0.56406  0.462

Summary:
total charge: +1
Kohn-Sham gap (alpha / beta): 0.3521 / 0.3524 Ha
ΔE to the lowest compared entry with this formula, charge and spin: 147.3 kcal/mol